This record from the Open Molecules 2025 dataset describes a structure of composition C30H30CaF5N3O4PS3Te. The level of theory is ωB97M-V/def2-TZVPD.

Geometry as XYZ:
```
78
Properties=species:S:1:pos:R:3:forces:R:3:mulliken_charge:R:1
Ca 0.761 -0.630 0.233 2.700 -0.974 0.006 0.62
F 4.270 -0.534 6.290 -0.027 -0.078 -0.242 -0.33
C 4.083 -0.667 4.960 -0.041 -0.008 -0.241 0.48
C 2.818 -0.936 4.445 0.106 0.028 0.277 0.03
F 1.781 -1.091 5.290 0.183 0.021 -0.126 -0.33
C 2.626 -1.031 3.081 0.473 -0.028 -0.308 -0.19
F 1.367 -1.315 2.644 0.315 0.326 0.083 -0.39
C 3.667 -0.833 2.147 0.190 -0.024 1.078 0.98
S 3.480 -0.806 0.462 0.400 0.292 -0.739 -0.39
C 4.947 -0.619 2.716 -0.475 -0.023 -0.162 -0.09
F 6.000 -0.460 1.898 -0.097 0.020 0.271 -0.34
C 5.152 -0.525 4.075 -0.148 -0.010 0.319 0.29
F 6.383 -0.277 4.564 -0.184 -0.034 -0.044 -0.32
N 0.502 1.495 -3.764 0.178 0.441 0.842 0.13
C 0.548 0.694 -4.902 0.117 -0.641 -0.733 0.03
C 0.586 1.264 -6.166 0.034 -0.003 0.209 -0.69
C 0.629 0.462 -7.298 0.005 -0.005 -0.005 -0.60
C 0.661 -0.914 -7.168 0.001 0.091 -0.132 -0.61
C 0.658 -1.490 -5.905 0.035 0.093 0.131 -0.63
C 0.580 -0.697 -4.774 -0.078 0.441 0.303 0.82
S 0.527 -1.415 -3.149 -0.370 -0.678 -0.679 -0.09
N 1.048 -0.169 -2.181 0.274 1.381 -0.068 -0.35
C 1.021 1.070 -2.541 -0.625 -1.615 -1.004 0.75
C 1.564 2.068 -1.640 0.795 1.452 1.102 0.11
C 1.911 3.369 -2.050 -0.318 -0.794 -0.145 -1.13
C 2.466 4.231 -1.132 0.172 0.037 0.614 -0.50
C 2.640 3.807 0.182 -0.052 -0.063 -0.556 -1.06
C 2.276 2.505 0.496 0.221 0.298 0.399 -0.33
N 1.779 1.661 -0.380 -0.748 0.028 -1.055 0.75
H 0.542 2.486 -3.943 -0.008 -0.122 0.067 0.19
H 0.585 2.343 -6.255 -0.014 0.079 -0.046 0.34
H 0.660 0.927 -8.275 -0.041 -0.032 -0.026 0.37
H 0.702 -1.539 -8.048 0.014 -0.060 -0.019 0.37
H 0.720 -2.560 -5.791 -0.013 -0.201 0.015 0.45
H 1.774 3.703 -3.069 0.047 -0.031 -0.043 0.33
H 2.777 5.219 -1.438 -0.034 0.116 0.000 0.42
H 3.066 4.458 0.928 0.021 0.026 0.101 0.43
H 2.394 2.122 1.501 0.027 -0.049 0.057 0.47
C -3.802 0.527 4.241 0.286 0.032 -0.275 -1.81
C -2.510 0.952 3.535 -0.245 0.465 1.031 1.75
C -1.287 0.618 4.391 -0.117 -0.046 -0.315 -1.53
C -2.532 2.450 3.230 -0.051 -0.254 -0.115 -1.46
O -2.483 0.189 2.332 0.516 -0.195 -0.945 -0.55
P -1.471 0.491 1.111 -2.180 1.003 0.715 1.39
O -0.178 1.079 1.561 0.096 -0.021 0.031 -0.52
O -1.344 -0.777 0.324 -1.405 -0.054 -0.057 -1.15
O -2.216 1.647 0.242 0.822 -0.355 0.661 -0.21
C -3.264 1.398 -0.684 -0.806 0.031 -0.722 1.75
C -3.872 2.775 -0.981 0.259 -0.351 0.189 -1.84
C -2.693 0.769 -1.957 0.049 0.055 0.331 -1.28
C -4.320 0.473 -0.087 0.183 0.146 0.043 -1.58
H -3.915 1.057 5.182 0.021 0.084 0.148 0.39
H -3.786 -0.542 4.435 0.036 -0.129 0.054 0.38
H -4.662 0.742 3.612 -0.097 0.059 -0.088 0.38
H -1.309 1.162 5.335 -0.063 0.018 0.028 0.51
H -0.398 0.895 3.831 0.140 -0.022 0.141 0.09
H -1.254 -0.450 4.593 0.034 -0.098 0.047 0.37
H -2.465 3.024 4.152 0.007 0.014 0.056 0.52
H -3.448 2.719 2.707 -0.059 0.056 -0.065 0.27
H -1.683 2.680 2.591 0.045 0.273 0.076 0.26
H -3.115 3.435 -1.399 0.073 0.056 -0.094 0.36
H -4.230 3.219 -0.055 -0.088 0.058 0.095 0.41
H -4.701 2.685 -1.678 -0.059 -0.012 -0.086 0.39
H -1.931 1.414 -2.390 0.058 0.091 -0.076 0.11
H -3.482 0.607 -2.688 -0.083 0.012 -0.100 0.57
H -2.239 -0.185 -1.701 0.008 -0.076 -0.151 0.27
H -4.762 0.923 0.799 -0.069 0.029 0.109 0.27
H -3.853 -0.465 0.199 -0.132 -0.184 -0.018 0.33
H -5.103 0.284 -0.818 -0.075 -0.038 -0.077 0.54
Te 1.978 -3.579 -0.121 0.164 -0.561 0.151 0.15
C 1.371 -5.620 0.026 0.206 0.232 -0.067 -0.20
C 0.207 -6.262 -0.279 -0.090 0.250 -0.040 -0.34
C 0.251 -7.665 -0.115 0.062 -0.367 0.084 -0.48
C 1.456 -8.099 0.333 0.438 0.122 0.112 -0.45
S 2.552 -6.784 0.551 -0.586 0.146 -0.225 -0.16
H -0.668 -5.734 -0.615 -0.145 0.143 -0.104 0.40
H -0.573 -8.329 -0.329 -0.117 -0.062 0.002 0.34
H 1.785 -9.099 0.545 -0.071 -0.247 0.019 0.35
```
Positions in Å, forces in eV/Å.

Computed properties:
HOMO level = -3.18 eV
Relative energy (zero: lowest compared OMol25 entry of this formula, charge and spin) = 0.6716 eV
Total charge = -1
Calculated total energy = -125379.49190 eV

***

This record from the Open Molecules 2025 dataset describes a structure of composition C12H40BO12. The level of theory is ωB97M-V/def2-TZVPD.

Geometry as XYZ:
```
65
Properties=species:S:1:pos:R:3:forces:R:3:mulliken_charge:R:1
B 10.810 6.871 30.460 -7.864 -0.062 -5.617 -2.60
H 10.730 7.088 29.406 -0.479 2.528 -2.229 -0.98
H 11.027 5.821 30.583 0.061 -1.157 -0.073 -0.30
H 11.564 7.460 30.960 -1.346 4.614 0.318 0.32
H 9.849 7.106 30.890 -2.462 2.251 -1.127 2.01
C 9.034 4.977 30.607 -0.730 0.642 1.669 -0.08
C 8.576 3.517 30.726 1.406 0.548 -0.794 -0.77
O 8.049 3.195 29.420 0.216 -0.093 0.767 -0.55
O 9.591 5.584 31.816 -5.452 -6.415 1.071 -0.79
H 8.165 5.493 30.198 -0.352 0.127 0.654 -0.21
H 9.756 5.138 29.806 -0.948 -1.793 0.622 1.46
H 7.809 3.286 31.465 0.273 0.337 0.345 0.27
H 9.510 2.980 30.897 -0.368 -0.735 0.045 0.33
H 7.538 3.992 29.261 -0.339 -0.064 -0.684 0.34
H 9.938 6.447 31.579 -2.462 -2.251 1.774 -0.06
C 11.691 6.298 27.627 0.754 -0.130 0.208 -0.21
C 13.199 6.329 27.915 1.768 1.010 -0.335 -0.92
O 13.772 7.165 28.950 5.535 2.560 -12.971 -0.78
O 11.033 5.440 28.483 -0.027 -3.192 -1.493 -0.50
H 11.549 5.858 26.640 0.130 0.521 -0.406 0.59
H 11.191 7.259 27.750 0.537 -0.542 -1.294 0.42
H 13.720 6.624 27.004 -0.221 0.379 -0.430 0.47
H 13.556 5.302 27.992 -0.288 -0.461 0.469 0.33
H 13.642 6.780 29.820 2.963 -0.823 -1.397 0.77
H 10.576 5.952 29.155 0.427 -0.593 -1.139 0.54
C 7.891 7.619 29.696 -2.093 0.881 1.601 0.07
C 7.406 8.459 30.913 0.512 -1.693 1.447 -0.56
O 6.055 8.883 30.928 -0.090 0.484 -1.153 -0.61
O 7.934 8.464 28.633 -0.959 1.534 -2.550 -0.78
H 7.029 6.975 29.522 0.363 -0.743 -0.236 0.54
H 8.883 7.177 29.788 -1.616 -0.161 0.219 0.69
H 8.113 9.278 31.050 -0.535 -0.007 0.223 0.38
H 7.376 7.811 31.788 0.865 -0.109 0.247 0.14
H 6.044 9.614 30.305 -0.538 0.117 -0.175 0.35
H 8.353 9.282 28.910 0.120 0.081 -0.068 0.50
C 11.281 9.377 28.324 -0.755 -0.655 1.497 -0.23
C 10.766 9.962 29.679 -0.103 -0.756 0.239 -0.74
O 9.898 9.029 30.399 0.327 4.189 -1.624 -0.35
O 10.162 8.947 27.563 0.524 1.356 -0.461 -0.67
H 11.703 8.403 28.569 1.569 1.282 0.279 0.13
H 11.957 10.023 27.764 -0.169 -0.034 0.091 0.57
H 10.155 10.846 29.499 0.111 0.182 0.072 0.30
H 11.562 10.149 30.400 0.331 0.748 -0.682 0.58
H 10.404 8.283 30.727 0.261 1.099 0.110 0.03
H 9.769 8.355 28.209 -1.013 -0.275 -0.499 0.11
C 14.155 5.006 30.932 0.427 -0.139 -0.295 -0.53
C 12.765 5.658 31.224 5.106 -3.329 -0.535 -0.57
O 12.792 6.852 30.406 0.805 -6.584 11.964 -0.36
O 14.378 3.752 31.613 -0.276 0.870 -0.274 -0.61
H 14.858 5.792 31.207 0.767 -0.274 0.337 0.35
H 14.385 4.789 29.889 -0.389 -0.067 -0.032 0.16
H 12.883 5.900 32.280 -0.344 -0.870 -0.492 0.56
H 12.084 4.856 30.941 -0.121 0.484 0.574 0.00
H 11.901 7.064 30.119 3.044 0.995 -3.745 0.44
H 14.169 3.864 32.544 -0.077 0.108 0.159 0.35
C 12.608 8.788 32.466 -0.578 -1.999 2.074 0.70
C 11.666 7.803 33.304 0.508 0.421 -0.874 -0.83
O 11.301 6.674 32.480 1.061 1.756 10.285 -0.59
O 13.822 8.066 32.292 0.408 1.458 0.414 -0.78
H 12.871 9.690 33.018 -0.206 0.014 -0.001 0.63
H 11.987 9.039 31.606 0.984 0.167 -0.209 -1.04
H 10.813 8.315 33.749 -0.474 0.170 -0.319 0.42
H 12.220 7.432 34.167 0.298 -0.168 -0.130 0.38
H 11.018 6.962 31.610 1.131 1.469 4.524 0.08
H 13.664 7.331 31.695 0.080 0.796 0.048 0.68
```
Positions in Å, forces in eV/Å.

Computed properties:
HOMO level = -4.79 eV
Relative energy (zero: lowest compared OMol25 entry of this formula, charge and spin) = 26.7536 eV
Total charge = -1
Calculated total energy = -38311.21265 eV

***

This record from the Open Molecules 2025 dataset describes an isolated molecule of C4H4N2. The level of theory is ωB97M-V/def2-TZVPD.

Geometry as XYZ:
```
10
Properties=species:S:1:pos:R:3:forces:R:3:mulliken_charge:R:1
N -0.968 0.604 -1.054 -0.700 -0.190 -0.501 -0.51
C 0.813 0.162 0.541 1.784 0.105 -0.098 -0.57
C -0.532 -0.006 0.120 -0.330 -0.710 0.674 0.29
C -1.166 -0.762 1.005 -0.741 0.923 -0.917 -0.46
C 1.801 -0.843 0.383 0.195 -0.181 -0.097 0.49
N 2.639 -1.595 0.094 -0.568 0.412 0.408 -0.40
H -0.365 0.342 -1.820 0.038 0.396 -0.179 0.27
H -1.170 1.592 -1.017 -0.017 -0.044 0.013 0.26
H 1.199 1.187 0.576 -0.050 -0.292 0.236 0.33
H -2.250 -0.681 1.171 0.389 -0.421 0.460 0.30
```
Positions in Å, forces in eV/Å.

Computed properties:
HOMO level (alpha / beta) = -9.05 / -9.98 eV
Relative energy (zero: lowest compared OMol25 entry of this formula, charge and spin) = 4.9524 eV
Total charge = 0
Calculated total energy = -7187.73617 eV

***

This record from the Open Molecules 2025 dataset describes a structure of composition C3HErO2. The level of theory is ωB97M-V/def2-TZVPD.

Geometry as XYZ:
```
7
Properties=species:S:1:pos:R:3:forces:R:3:mulliken_charge:R:1
C 1.907 -0.851 0.142 -0.646 0.314 0.077 0.19
H 2.716 -1.556 0.054 -0.089 0.574 0.007 0.41
C 0.937 -0.134 0.239 -1.418 -3.050 0.582 -0.46
O -0.189 1.606 0.781 -3.269 -0.829 1.317 -0.44
C -0.479 0.457 0.393 8.052 4.406 -1.377 0.31
Er -3.637 0.261 -1.019 4.111 0.074 0.780 1.26
O -1.254 0.217 -0.590 -6.742 -1.490 -1.386 -0.27
```
Positions in Å, forces in eV/Å.

Computed properties:
HOMO level (alpha / beta) = -12.20 / -12.18 eV
Total charge = +1
<S²> = 6.003
Multiplicity = 5
Calculated total energy = -34828.87698 eV

***

This record from the Open Molecules 2025 dataset describes a cluster of 4 separate species, C25H44ClNO12S4 in total. The level of theory is ωB97M-V/def2-TZVPD.

Geometry as XYZ:
```
87
Properties=species:S:1:pos:R:3:forces:R:3:mulliken_charge:R:1
C 5.646 3.905 6.339 0.211 -0.087 0.138 -1.10
C 6.495 3.753 5.107 0.289 0.239 -0.048 0.86
O 6.376 4.433 4.123 -0.224 -0.202 -0.105 -0.56
O 7.439 2.776 5.208 -0.711 -0.306 0.300 -0.44
C 7.519 1.864 4.103 0.513 0.120 -0.497 -0.63
C 6.570 0.687 4.279 0.069 0.299 0.164 -0.74
C 5.129 0.930 3.839 -0.182 -0.587 0.064 -1.02
C 4.854 1.023 2.325 0.452 0.692 -0.128 1.60
C 5.909 0.403 1.411 -0.342 -0.363 -0.311 -1.78
C 6.051 -1.131 1.288 0.539 0.226 -0.138 0.03
C 7.517 -1.524 1.178 0.047 0.057 0.158 -1.46
Cl 5.322 -2.073 2.629 -0.073 -0.101 -0.006 -0.17
C 4.686 2.504 1.934 0.066 0.153 0.258 -1.31
C 3.317 3.016 2.376 0.129 -0.112 -0.243 -0.83
C 2.248 2.531 1.398 0.940 0.188 0.718 -0.26
O 2.335 3.318 0.189 -0.335 -0.266 -0.103 -0.40
C 1.792 4.484 0.340 0.018 0.096 0.052 0.65
N 1.327 5.525 0.500 0.006 -0.030 -0.057 -0.55
S 2.599 0.794 0.966 -0.842 -0.345 -0.541 1.43
O 3.266 0.725 -0.296 0.308 0.294 0.155 -0.63
O 1.388 0.067 1.146 0.052 0.001 0.202 -0.76
O 3.546 0.357 2.135 0.045 0.139 0.070 -0.40
H 5.651 4.942 6.669 -0.036 0.012 -0.020 0.37
H 4.621 3.635 6.081 -0.004 0.073 -0.064 0.25
H 5.981 3.245 7.134 0.057 0.066 0.037 0.33
H 8.551 1.517 4.065 0.020 0.024 0.186 0.31
H 7.350 2.417 3.177 -0.037 0.018 0.028 0.47
H 6.550 0.463 5.349 0.046 -0.077 -0.014 0.54
H 7.001 -0.191 3.799 -0.134 -0.009 -0.081 0.30
H 4.527 0.104 4.219 -0.005 0.018 0.014 0.46
H 4.753 1.831 4.330 -0.030 0.012 -0.045 0.03
H 6.883 0.836 1.641 -0.065 0.060 0.199 0.42
H 5.662 0.746 0.405 0.097 0.000 -0.028 0.73
H 5.565 -1.446 0.368 -0.365 -0.126 0.224 0.51
H 8.071 -1.213 2.066 -0.035 0.003 0.014 0.32
H 7.625 -2.602 1.084 0.002 -0.002 -0.126 0.40
H 7.971 -1.030 0.316 -0.028 -0.055 -0.058 0.36
H 4.813 2.655 0.860 -0.097 -0.063 -0.024 0.59
H 5.465 3.093 2.417 0.007 -0.069 0.025 0.71
H 3.313 4.107 2.405 -0.156 0.000 0.017 0.43
H 3.061 2.649 3.371 0.008 0.086 0.035 0.54
H 1.263 2.574 1.858 -0.204 -0.058 -0.416 0.40
C 0.273 2.171 -2.023 -0.095 0.145 -0.077 -0.08
C -0.929 1.514 -2.713 0.250 -0.127 0.026 -0.59
C -1.683 2.605 -3.475 -0.067 -0.163 0.047 -0.77
S -0.458 3.850 -3.904 0.017 -0.077 0.001 1.23
O -0.768 5.075 -3.210 -0.007 0.032 -0.041 -0.67
O -0.234 3.861 -5.329 -0.003 0.068 -0.007 -0.71
C 0.924 3.060 -3.078 0.081 -0.079 0.162 -0.96
H 0.985 1.446 -1.635 -0.021 -0.086 0.002 0.13
H -0.078 2.783 -1.188 0.015 0.026 -0.011 0.19
H -0.571 0.757 -3.416 0.011 0.021 -0.018 0.24
H -1.586 1.020 -2.005 0.072 0.049 -0.047 0.39
H -2.140 2.243 -4.392 -0.018 0.057 -0.016 0.47
H -2.435 3.088 -2.854 0.041 0.062 0.005 0.34
H 1.579 3.833 -2.680 -0.040 0.067 -0.060 0.46
H 1.457 2.468 -3.823 -0.021 0.014 -0.030 0.38
C -5.546 -1.939 -0.918 -0.003 0.036 0.014 -0.64
C -6.697 -1.309 -1.710 0.044 0.096 -0.014 -0.11
C -6.176 0.001 -2.315 -0.187 -0.081 0.045 -0.91
S -4.408 -0.232 -2.548 -0.052 -0.059 -0.051 1.34
O -3.694 0.686 -1.692 -0.219 -0.018 0.054 -0.69
O -4.090 -0.288 -3.953 0.064 0.053 0.004 -0.76
C -4.325 -1.869 -1.829 -0.063 -0.125 0.117 -0.75
H -5.776 -2.963 -0.632 -0.031 0.004 -0.005 0.33
H -5.361 -1.366 -0.007 0.023 -0.005 0.000 0.31
H -7.008 -1.989 -2.502 0.008 -0.007 -0.002 -0.13
H -7.567 -1.132 -1.081 -0.026 -0.030 -0.021 0.44
H -6.617 0.232 -3.282 0.063 0.050 -0.020 0.40
H -6.303 0.846 -1.642 0.090 0.009 0.011 0.38
H -3.373 -1.978 -1.315 0.037 0.070 -0.050 0.41
H -4.393 -2.583 -2.650 0.010 0.020 -0.021 0.36
C -8.785 -7.329 -2.740 -0.015 0.050 -0.040 -0.58
C -7.935 -6.505 -3.718 -0.015 0.005 0.037 -0.70
C -8.409 -5.050 -3.622 0.112 -0.102 -0.127 -0.51
S -9.051 -4.844 -1.951 0.052 -0.054 -0.003 1.08
O -10.464 -4.580 -2.024 -0.008 0.047 0.017 -0.67
O -8.188 -3.967 -1.197 -0.031 -0.001 0.016 -0.58
C -8.804 -6.540 -1.435 0.025 -0.164 -0.028 -0.70
H -8.379 -8.328 -2.593 -0.003 -0.004 -0.004 0.34
H -9.802 -7.432 -3.125 -0.008 -0.006 0.018 0.30
H -6.883 -6.571 -3.432 -0.003 0.005 0.018 0.30
H -8.021 -6.875 -4.738 0.009 0.001 -0.004 0.34
H -7.609 -4.330 -3.773 -0.041 0.054 0.024 0.21
H -9.229 -4.839 -4.305 -0.048 0.016 0.057 0.43
H -9.607 -6.817 -0.756 -0.017 0.083 0.017 0.39
H -7.845 -6.588 -0.921 0.000 0.030 0.006 0.34
```
Positions in Å, forces in eV/Å.

Computed properties:
HOMO level = -9.62 eV
Total charge = 0
Calculated total energy = -108560.05666 eV

***

This record from the Open Molecules 2025 dataset describes an isolated molecule of C6H13NO3. The level of theory is ωB97M-V/def2-TZVPD.

Geometry as XYZ:
```
23
Properties=species:S:1:pos:R:3:forces:R:3:mulliken_charge:R:1
C -0.689 1.152 -0.439 -0.591 -0.006 -0.897 1.51
C -0.039 -0.602 1.305 2.484 -1.184 -0.244 -0.71
C -0.351 0.844 1.036 0.517 -0.032 -0.570 -1.00
C 1.649 -2.387 0.715 -0.569 0.277 0.281 -0.64
C -2.183 1.053 -0.735 0.227 0.068 0.059 -1.67
C 0.082 0.115 -1.295 -0.926 -1.272 1.790 0.10
N 1.377 0.386 -1.459 3.107 -2.561 0.735 -0.61
O 1.435 -0.986 0.734 -2.497 0.652 1.609 -0.46
O -0.203 2.468 -0.686 0.041 0.202 0.034 -0.64
O -0.394 -1.018 -1.412 0.167 1.002 -0.596 -0.58
H -0.479 2.730 -1.571 -0.055 0.041 0.048 0.39
H 1.965 -0.482 -0.862 -2.158 3.417 -2.270 0.35
H 1.666 1.330 -1.245 -0.040 -0.156 0.251 0.34
H -0.780 -1.282 0.880 0.382 -0.064 -0.164 0.39
H 0.083 -0.797 2.371 -0.074 0.065 -0.036 0.49
H -1.185 1.157 1.672 0.102 -0.049 -0.019 0.34
H 0.530 1.432 1.301 -0.083 0.094 0.039 0.37
H 1.467 -2.822 1.703 -0.111 -0.118 -0.039 0.30
H 2.701 -2.551 0.485 -0.027 -0.015 -0.213 0.26
H 0.982 -2.817 -0.039 0.226 -0.319 0.085 0.27
H -2.545 0.062 -0.474 -0.083 -0.002 0.037 0.32
H -2.366 1.191 -1.802 -0.009 0.005 -0.005 0.45
H -2.724 1.822 -0.184 -0.028 -0.044 0.084 0.43
```
Positions in Å, forces in eV/Å.

Computed properties:
HOMO level = -9.24 eV
Relative energy (zero: lowest compared OMol25 entry of this formula, charge and spin) = 2.6684 eV
Total charge = 0
Calculated total energy = -14063.96077 eV